45
Properties=species:S:1:pos:R:3:forces:R:3 method="wB97M-V/def2-TZVPD" smiles="O=C(F)CB(CC(=O)I)[PH2]=S.CCOC(C)=O.CCOC(C)=O" e_homo_ev=-8.6 orbital_gap_ev=7.8
O 3.7011 -0.4301 0.4577 2.7 2.4 0.5
C 2.7998 -1.1247 0.2858 -2.1 -1.6 -0.7
F 2.8586 -2.3674 0.8361 -0.7 -0.1 -0.3
C 1.5697 -0.8016 -0.5332 -0.2 -0.7 -0.2
B 0.8262 0.5294 -0.0848 -0.4 0.0 0.6
C -0.6732 0.5223 0.4894 -0.3 0.4 -0.8
C -1.6701 0.1549 -0.6521 -0.1 0.9 2.8
O -1.3345 -0.2614 -1.6774 0.4 -1.0 -2.4
I -3.7626 0.4755 -0.1262 0.3 -0.1 0.0
P 1.6324 2.2705 -0.2360 0.1 0.3 -0.6
S 1.4343 2.6557 -2.1594 -0.1 -0.5 0.1
H 1.9269 -0.6323 -1.5703 -0.1 0.0 0.4
H 0.8905 -1.6682 -0.5654 0.2 0.4 0.0
H -0.8152 -0.2118 1.3020 0.1 0.2 -0.2
H -0.9831 1.5179 0.8514 0.0 -0.5 0.1
H 0.8308 3.2170 0.4663 0.6 -0.4 0.4
H 2.9701 2.3131 0.2304 -0.4 0.2 0.2
C -9.1130 -2.5403 0.0728 -0.1 0.1 0.1
C -7.6630 -2.5985 0.5064 -0.3 -0.1 0.0
O -7.1045 -1.2872 0.6387 0.4 0.0 -0.2
C -7.1858 -0.5454 1.7586 -0.3 0.2 0.2
C -8.1679 -0.9429 2.8326 0.3 -0.4 0.3
O -6.5331 0.4602 1.8498 0.1 -0.2 -0.2
H -9.7337 -2.0378 0.8156 0.0 -0.1 0.0
H -9.5067 -3.5455 -0.0832 0.0 0.0 0.0
H -9.2077 -1.9771 -0.8564 0.1 -0.1 0.0
H -7.5235 -3.1768 1.4213 0.0 0.1 0.0
H -7.0742 -3.0952 -0.2646 0.1 0.2 0.0
H -9.1206 -0.4475 2.6472 0.0 0.0 0.0
H -7.7756 -0.6121 3.7925 -0.1 0.2 -0.1
H -8.3219 -2.0169 2.9136 -0.2 0.0 -0.1
C 8.9749 0.9108 -1.1185 0.0 0.0 -0.2
C 7.9912 1.3896 -0.0707 0.2 -0.2 -0.1
O 7.2129 2.4903 -0.5494 0.0 0.3 0.3
C 6.0694 2.3501 -1.2507 -0.1 -0.2 -0.4
C 5.7386 1.0027 -1.8441 -0.3 -0.3 0.4
O 5.3771 3.3104 -1.4534 0.2 0.0 0.2
H 8.4636 0.5363 -2.0061 0.0 -0.1 0.1
H 9.6024 0.1129 -0.7189 0.0 0.0 0.0
H 9.6144 1.7334 -1.4412 0.0 0.0 0.1
H 7.3490 0.5872 0.2966 0.0 0.0 -0.1
H 8.5384 1.7664 0.7936 -0.1 0.2 0.0
H 6.1540 0.9388 -2.8498 0.0 0.0 0.0
H 4.6549 0.9121 -1.8998 0.0 0.2 -0.2
H 6.0885 0.1633 -1.2469 0.2 0.0 -0.1